Computed, not measured: 18 unconnected molecules or ions with the total composition C73H184N18O32, with ωB97M-V with the def2-TZVPD basis set.

total charge	+4
DFT total energy	-6282.7323	Eh
frontier orbital gap	6.304	eV
HOMO level	-13.9	eV
F_max	4.046	eV/Å

XYZ file:
```
307
Properties=species:S:1:pos:R:3:forces:R:3:mulliken_charge:R:1
C -7.310 -3.800 -2.945 0.3 -1.8 0.8 -1.14
C -6.149 -4.198 -2.033 0.2 0.9 -0.5 -0.14
N -4.777 -3.940 -2.647 0.1 1.8 0.4 1.46
C -3.750 -4.015 -1.575 -0.4 -0.4 0.7 -1.48
C -4.560 -4.888 -3.763 0.0 -0.3 -0.7 -0.70
C -3.126 -5.330 -4.159 -0.2 -0.4 1.4 -1.16
C -4.820 -2.465 -3.018 0.5 0.4 -2.1 0.51
C -3.836 -1.942 -4.074 -0.9 -0.4 0.5 -1.66
O -2.465 -2.028 -3.689 -1.5 -1.2 0.6 0.51
C -1.638 -1.378 -4.565 1.6 2.0 -2.1 -1.08
H -8.190 -4.226 -2.411 0.3 0.1 -0.9 0.42
H -7.084 -4.285 -3.918 -1.0 0.5 0.4 0.29
H -7.455 -2.740 -2.990 -0.1 0.4 -0.2 0.46
H -6.173 -5.234 -1.788 0.0 -0.9 0.2 0.59
H -6.144 -3.623 -1.133 -0.1 0.5 0.7 -0.15
H -3.725 -5.030 -1.203 0.2 -0.2 0.2 0.55
H -4.097 -3.355 -0.787 0.2 -0.1 0.1 0.09
H -2.778 -3.679 -1.900 0.1 0.0 -0.4 0.58
H -5.111 -4.457 -4.619 0.5 -0.4 0.2 0.42
H -5.115 -5.767 -3.450 0.0 -0.3 -0.1 0.47
H -3.282 -6.169 -4.855 0.2 0.4 0.0 0.45
H -2.492 -5.738 -3.287 -1.1 0.8 -1.2 0.16
H -2.591 -4.519 -4.631 0.3 0.0 -0.2 0.16
H -4.697 -1.868 -2.165 0.1 0.1 1.6 -0.46
H -5.825 -2.203 -3.376 0.7 -0.3 -0.1 0.28
H -4.157 -0.898 -4.210 0.3 0.0 0.0 0.54
H -4.127 -2.455 -4.994 0.9 -0.1 -0.5 0.40
H -0.548 -1.489 -4.375 -0.8 -0.1 0.8 0.14
H -1.876 -0.269 -4.579 0.3 -1.0 -0.1 0.35
H -1.682 -1.739 -5.620 -0.6 0.1 0.5 0.32
C -2.902 6.045 4.851 0.1 -0.1 0.9 -1.16
C -3.438 6.798 3.676 1.3 0.8 -0.8 -0.43
N -3.286 6.017 2.355 0.9 0.9 1.1 0.44
C -3.743 6.863 1.161 -0.1 -0.5 1.9 -0.98
C -1.836 5.642 2.083 -0.5 1.0 -0.3 1.08
C -0.883 6.802 2.025 1.0 1.0 1.3 -1.23
C -4.041 4.756 2.553 -0.6 -0.5 -0.6 -1.08
C -4.061 3.793 1.379 1.9 2.4 -1.7 2.03
O -4.870 4.394 0.352 0.8 -0.7 0.3 -0.52
C -4.923 3.539 -0.797 -1.9 0.7 -0.1 -0.36
H -2.870 6.714 5.714 -0.4 -0.1 0.0 0.51
H -1.861 5.750 4.766 0.2 -0.2 -0.4 0.23
H -3.494 5.164 5.086 0.0 0.1 0.3 0.31
H -2.883 7.764 3.631 -0.3 -0.8 -0.6 0.43
H -4.465 7.079 3.760 -0.8 -0.1 0.1 0.54
H -4.811 7.029 1.204 -0.2 0.0 0.2 0.33
H -3.523 6.245 0.333 0.3 -0.1 -1.2 0.39
H -3.186 7.782 1.258 0.1 0.2 -0.4 0.44
H -1.980 5.249 1.094 0.9 -0.5 -0.5 -0.52
H -1.472 4.897 2.766 -0.3 -0.5 0.4 0.10
H -0.961 7.658 2.733 -1.0 -0.5 -0.4 0.33
H -0.770 7.194 1.041 0.0 0.3 -0.8 0.41
H 0.101 6.506 2.381 0.2 -0.7 -0.5 -0.17
H -5.050 5.136 2.699 -0.3 -0.6 0.6 0.50
H -3.590 4.211 3.394 -0.4 0.4 -0.1 0.03
H -4.372 2.826 1.701 -0.7 -0.8 0.2 0.17
H -2.972 3.715 0.984 -1.7 -0.3 0.4 -0.94
H -3.975 3.197 -1.106 1.3 -0.4 0.0 -0.20
H -5.340 4.061 -1.689 0.1 0.0 1.0 0.39
H -5.599 2.744 -0.510 -0.1 -0.6 -0.4 0.32
C 6.182 6.239 2.124 0.0 -0.2 0.4 -1.25
C 5.869 5.389 3.345 1.7 -2.2 -1.1 -0.16
N 4.577 5.449 3.991 -1.5 -0.2 0.9 1.05
C 3.458 5.385 3.067 -1.4 0.0 -2.0 -0.59
C 4.388 4.288 4.882 1.6 -1.4 1.4 0.12
C 4.507 2.942 4.215 -0.6 -1.8 0.2 -1.91
C 4.481 6.671 4.775 -0.3 2.2 0.7 -0.98
C 3.374 6.982 5.758 -1.1 -0.2 -0.5 -0.26
O 3.741 6.584 7.037 -0.7 0.4 1.1 -0.40
C 2.586 6.741 7.925 1.0 0.2 -0.7 -0.73
H 7.044 5.734 1.695 0.2 0.2 -0.1 0.45
H 6.490 7.248 2.413 -0.3 0.0 -0.3 0.34
H 5.410 6.204 1.361 -0.1 0.2 0.0 0.21
H 6.618 5.550 4.096 0.3 0.3 0.6 0.34
H 5.999 4.296 3.117 -0.2 1.2 -0.3 0.24
H 3.549 4.504 2.399 0.2 0.7 0.3 -0.15
H 3.383 6.294 2.428 0.2 -0.6 0.6 0.55
H 2.553 5.259 3.670 0.0 0.2 -0.2 -0.27
H 3.421 4.316 5.357 -0.4 0.6 0.1 0.37
H 5.164 4.331 5.698 -0.7 0.2 -0.8 0.36
H 5.493 2.523 4.045 0.4 0.3 0.2 0.52
H 3.963 2.717 3.305 -0.2 0.7 -0.4 0.30
H 3.988 2.240 4.883 0.4 0.1 0.2 0.46
H 4.405 7.462 4.044 0.6 0.3 -0.2 0.46
H 5.336 6.768 5.420 0.9 0.0 -0.3 0.44
H 2.441 6.476 5.521 -0.4 0.0 -0.4 0.08
H 3.165 8.084 5.691 0.3 -0.7 0.2 0.51
H 2.974 6.839 8.925 0.1 -0.3 0.3 0.29
H 1.926 5.890 7.790 -0.1 -0.1 0.1 0.24
H 2.048 7.671 7.706 0.1 -0.1 -0.1 0.34
C -9.549 0.718 5.436 -0.4 -0.1 0.2 -1.36
C -9.231 -0.489 4.526 -1.2 1.3 0.0 -0.28
N -7.816 -0.916 4.188 -0.3 0.3 2.1 0.55
C -7.074 -1.215 5.455 0.2 -1.4 -0.9 -1.12
C -8.009 -2.172 3.445 1.3 -1.1 -0.6 -0.47
C -6.778 -2.925 2.945 1.2 -0.3 -0.2 -0.87
C -7.160 0.237 3.429 -0.8 0.1 1.4 -1.24
C -5.680 0.198 3.267 1.0 0.4 -0.2 0.53
O -5.134 0.874 4.375 -0.9 -0.9 0.9 -0.62
C -3.736 0.893 4.334 -1.0 1.4 -0.9 -0.79
H -9.411 0.600 6.509 0.2 -0.5 0.0 0.39
H -10.631 0.979 5.317 0.8 -0.5 -0.1 0.41
H -9.028 1.617 5.177 0.4 0.5 -0.3 0.34
H -9.604 -0.195 3.555 -0.4 -0.1 -0.3 0.38
H -9.857 -1.310 4.883 0.6 -0.4 -0.1 0.50
H -7.119 -0.429 6.142 -0.1 1.4 0.7 0.45
H -6.048 -1.397 5.178 0.3 -0.1 0.1 0.40
H -7.471 -2.117 5.930 -0.1 0.2 -0.3 0.34
H -8.661 -1.952 2.627 -0.4 0.2 -0.6 0.49
H -8.506 -2.870 4.098 -0.5 0.1 0.4 0.37
H -6.111 -3.390 3.714 -0.8 0.5 -0.2 0.32
H -6.088 -2.399 2.266 -0.6 0.2 0.1 -0.09
H -7.155 -3.758 2.348 -0.1 0.0 0.1 0.44
H -7.405 1.120 4.102 0.3 -0.9 -1.3 0.22
H -7.636 0.247 2.470 -0.4 0.3 -0.5 0.54
H -5.435 0.806 2.400 -0.2 -0.1 -0.5 -0.28
H -5.194 -0.788 3.063 -0.5 0.5 0.4 0.11
H -3.454 1.353 5.254 0.7 0.2 0.5 0.59
H -3.517 1.582 3.483 0.8 -0.7 0.3 -0.03
H -3.359 -0.106 4.224 0.5 -0.5 -0.2 0.66
C 4.300 6.672 -5.506 0.6 2.5 -1.3 -1.75
C 3.211 6.449 -4.480 0.9 -0.2 0.5 0.13
N 1.783 6.041 -4.932 2.3 -1.0 0.6 1.07
C 1.426 6.722 -6.116 -1.3 1.2 -1.9 -1.36
C 1.756 4.581 -5.255 0.9 -0.8 0.4 -0.90
C 2.399 3.678 -4.224 0.9 -0.8 0.8 -1.13
C 0.859 6.261 -3.850 -1.6 2.5 1.9 0.12
C 0.169 7.702 -3.784 0.2 -0.4 0.5 -1.16
O -0.950 7.789 -4.653 -0.7 -0.2 0.1 -0.34
C -2.274 7.673 -4.059 1.1 0.3 2.1 -0.55
H 4.072 7.445 -6.292 -0.4 -0.7 0.7 0.39
H 4.671 5.854 -6.076 0.2 -1.1 -0.1 0.40
H 5.191 7.212 -5.060 -1.0 -1.1 0.2 0.41
H 3.159 7.399 -3.965 -0.7 0.1 0.3 0.43
H 3.582 5.679 -3.775 -0.7 0.6 -0.2 0.01
H 1.206 7.773 -5.935 0.3 -0.1 -0.1 0.34
H 0.510 6.265 -6.476 -0.2 0.1 -0.2 0.40
H 2.193 6.584 -6.857 0.2 0.1 -0.3 0.55
H 2.238 4.532 -6.221 0.2 -0.5 -0.2 0.51
H 0.730 4.311 -5.354 -0.8 0.0 -0.3 0.53
H 2.325 2.589 -4.438 -0.4 0.8 -0.1 0.32
H 2.144 3.825 -3.162 -0.8 0.1 -0.5 0.28
H 3.463 3.827 -4.133 0.5 0.0 -0.5 0.51
H 1.458 6.118 -2.969 -0.1 -0.1 0.7 0.38
H 0.040 5.538 -3.797 0.3 0.0 -0.5 -0.17
H 0.801 8.584 -4.020 0.1 -0.8 -0.1 0.40
H -0.047 7.858 -2.702 -0.4 -0.3 -0.6 0.36
H -2.400 8.500 -3.312 0.2 -0.6 -0.4 0.28
H -2.391 6.705 -3.495 0.0 0.7 -0.7 0.15
H -3.068 7.856 -4.765 0.2 -0.4 -0.7 0.32
C 6.364 -4.718 -9.112 -0.4 -0.8 -0.3 -1.31
C 5.111 -4.911 -8.247 -0.1 -0.7 -2.9 -0.58
N 4.769 -3.779 -7.428 -1.2 1.0 1.0 -0.07
C 3.484 -4.004 -6.693 -0.5 0.1 -0.7 -1.06
C 5.838 -3.513 -6.407 1.5 -0.6 -1.3 -0.30
C 6.123 -4.676 -5.498 1.9 0.1 0.0 -1.49
C 4.568 -2.514 -8.209 0.7 -0.1 -0.2 -0.57
C 3.801 -2.558 -9.499 -0.7 0.7 0.4 -0.72
O 2.417 -2.868 -9.250 1.7 -0.1 -0.1 -0.28
C 1.851 -3.134 -10.499 0.1 0.0 -0.8 -0.84
H 6.643 -5.689 -9.518 0.0 -0.2 0.2 0.45
H 7.174 -4.389 -8.505 0.9 0.3 0.1 0.31
H 6.256 -4.116 -10.028 -0.2 0.2 0.7 0.30
H 5.158 -5.783 -7.630 0.3 -0.4 0.4 0.69
H 4.305 -5.113 -8.976 -0.1 0.3 0.6 0.45
H 3.337 -3.115 -6.063 0.0 -0.7 0.4 0.47
H 3.529 -4.986 -6.233 0.0 0.3 0.5 0.38
H 2.683 -4.000 -7.439 0.2 -0.1 0.2 0.38
H 5.523 -2.700 -5.801 -0.3 1.1 0.2 0.46
H 6.744 -3.264 -7.061 -1.1 -0.1 1.5 0.48
H 6.985 -4.381 -4.886 0.1 0.1 -0.3 0.45
H 6.447 -5.568 -6.022 0.0 -0.2 -0.1 0.37
H 5.428 -4.919 -4.742 -1.4 -0.1 0.4 0.36
H 5.569 -2.169 -8.431 0.2 0.4 -0.1 0.45
H 4.080 -1.846 -7.523 -0.1 0.5 0.3 0.46
H 4.248 -3.200 -10.277 -0.3 0.0 0.4 0.41
H 3.865 -1.504 -9.862 0.0 -0.6 -0.1 0.40
H 0.808 -3.263 -10.364 -1.0 0.2 0.0 0.25
H 2.231 -4.043 -10.952 0.3 -0.5 0.1 0.34
H 2.101 -2.342 -11.205 -0.4 0.3 -0.1 0.35
C 1.872 -5.227 2.313 0.0 1.5 0.4 -1.20
C 2.261 -5.480 3.771 -0.9 0.4 -0.9 -0.22
N 3.504 -6.227 4.011 0.0 0.1 0.2 0.47
C 3.522 -7.494 3.185 0.7 0.5 0.9 -0.98
C 4.690 -5.249 3.726 0.4 -1.0 -0.6 -0.28
C 6.051 -5.748 4.303 -0.1 0.7 -0.6 -1.46
C 3.641 -6.601 5.442 0.2 -0.1 1.7 -1.10
C 3.556 -5.427 6.456 -0.2 -1.5 0.1 -0.51
O 2.182 -5.369 6.873 1.3 -0.2 -0.5 -0.29
C 1.944 -4.522 7.968 -0.3 0.1 -0.1 -0.81
H 2.638 -4.752 1.676 -0.2 -0.2 0.4 0.32
H 1.052 -4.495 2.462 0.3 -0.2 -0.5 -0.11
H 1.424 -6.053 1.794 0.0 -0.7 -0.1 0.66
H 1.410 -5.981 4.194 -0.1 -0.7 0.5 0.67
H 2.341 -4.555 4.306 0.1 0.6 0.1 -0.20
H 2.641 -8.160 3.361 0.6 0.9 0.1 0.27
H 4.423 -7.922 3.623 0.0 -0.8 -0.9 0.50
H 3.610 -7.207 2.135 0.1 -0.3 0.2 0.32
H 4.397 -4.274 4.121 0.1 -0.5 0.2 0.41
H 4.653 -5.049 2.644 0.4 -0.5 0.3 0.47
H 6.843 -5.079 3.941 -0.3 0.1 0.1 0.45
H 6.422 -6.732 3.985 -0.6 0.1 0.1 0.34
H 6.047 -5.661 5.396 0.2 -0.2 -0.3 0.32
H 4.584 -7.130 5.571 0.2 0.3 -0.3 0.69
H 2.940 -7.350 5.803 -0.7 0.1 -0.7 0.50
H 3.943 -4.537 5.973 -0.3 0.6 0.3 0.27
H 4.251 -5.679 7.299 -0.7 0.2 -0.4 0.53
H 2.441 -4.826 8.876 0.7 -0.2 0.2 0.37
H 0.898 -4.632 8.200 -0.5 0.2 -0.1 0.28
H 2.188 -3.493 7.717 0.0 0.3 0.1 0.27
C -3.187 0.645 0.037 -1.0 2.3 1.6 0.26
C -2.112 0.918 -0.934 -1.0 -0.2 -0.5 -0.14
N -0.743 0.722 -0.454 1.5 1.1 0.4 1.42
C 0.157 0.902 -1.660 0.0 -0.3 0.7 -0.75
C -0.295 1.770 0.587 -0.2 -0.1 -0.1 1.83
C 1.187 1.780 0.872 0.4 0.9 0.4 -1.40
C -0.536 -0.600 0.193 0.8 -0.7 -0.9 0.76
C -0.704 -1.775 -0.717 -1.2 -1.2 -0.4 0.33
O 0.497 -1.955 -1.404 2.4 -0.9 -0.2 0.05
C 0.911 -3.328 -1.680 -0.6 1.0 -0.3 -0.73
H -3.345 -0.350 0.351 0.4 -1.2 0.4 0.57
H -4.129 0.898 -0.470 0.2 0.2 0.3 0.68
H -3.084 1.336 0.932 -0.3 -0.9 -0.9 -1.40
H -2.277 1.892 -1.402 0.7 0.1 0.2 0.59
H -2.297 0.191 -1.699 0.4 -0.4 -0.8 -0.94
H 0.257 1.958 -1.851 -0.2 0.3 -0.2 0.44
H -0.300 0.383 -2.478 -0.1 -0.2 -0.5 -0.30
H 1.115 0.457 -1.458 0.3 -0.1 0.0 0.41
H -0.788 1.555 1.529 -0.5 0.0 -0.1 -0.08
H -0.593 2.748 0.215 -0.2 0.0 -0.1 -0.96
H 1.365 2.637 1.557 -0.2 -0.4 -0.5 0.25
H 1.786 1.958 -0.024 -0.1 0.0 0.2 -0.44
H 1.548 0.919 1.425 0.0 -0.3 -0.1 0.36
H -1.138 -0.765 1.072 -0.2 0.5 0.2 0.12
H 0.542 -0.684 0.359 -0.2 0.4 0.8 0.09
H -1.483 -1.667 -1.485 -0.2 0.1 0.3 -1.21
H -1.006 -2.624 -0.064 0.4 0.3 -0.5 0.01
H 1.926 -3.394 -2.154 -0.9 0.7 0.5 0.10
H 0.149 -3.607 -2.415 0.2 -1.0 0.1 0.22
H 0.916 -3.950 -0.769 -0.3 0.2 -0.3 0.18
C 4.272 0.126 0.054 -0.2 1.8 -1.0 0.08
C 5.531 0.832 -0.427 2.7 -0.9 2.6 0.41
O 6.527 1.075 0.242 -2.0 -0.7 -1.3 -0.63
N 5.544 1.151 -1.828 1.1 1.9 -0.3 0.91
H 4.813 0.632 -2.256 -1.2 -0.8 -1.4 0.01
H 5.115 2.169 -1.720 0.3 -0.3 -1.2 0.15
C 6.891 1.127 -2.642 -1.9 -0.9 2.1 -0.92
H 4.051 -0.711 -0.609 0.2 -0.3 0.3 0.39
H 3.423 0.842 -0.140 0.8 -0.6 0.4 -0.54
H 4.380 -0.078 1.111 -0.2 -0.3 0.0 0.46
H 6.757 0.795 -3.659 -0.5 0.1 -0.1 0.28
H 7.460 0.407 -2.090 0.6 -0.3 0.1 0.39
H 7.324 2.083 -2.543 0.5 1.0 -0.1 0.32
C -0.727 -1.745 6.707 0.2 -0.7 -0.8 -1.10
C -0.718 -0.369 6.175 -0.7 0.9 -0.9 0.89
O -1.449 0.530 6.458 0.4 -0.2 0.2 -0.46
N 0.168 -0.152 4.972 2.5 -0.1 1.7 1.13
H 0.592 0.831 5.024 -0.7 -0.3 -0.1 0.11
H 1.004 -0.822 4.984 -0.7 0.4 0.0 0.27
C -0.532 -0.453 3.737 0.8 -0.2 -0.8 -0.50
H -0.643 -2.415 5.826 0.2 0.1 0.5 0.27
H -1.684 -1.959 7.171 0.1 0.2 0.4 0.38
H 0.133 -1.905 7.363 -0.2 -0.1 0.0 0.27
H 0.192 -0.308 2.932 -0.2 0.2 0.1 -0.58
H -1.357 0.221 3.669 -0.6 0.1 -0.3 -0.12
H -0.733 -1.516 3.723 -0.7 -0.1 -0.1 1.02
C -1.679 -10.110 -4.250 0.4 0.8 0.3 -1.13
C -1.822 -9.467 -2.934 1.0 2.6 3.0 0.72
O -1.167 -8.671 -2.288 -1.4 -2.2 -2.2 -0.45
N -3.124 -9.904 -2.142 -0.2 -0.9 -1.2 -0.26
H -3.340 -9.172 -1.493 -0.3 1.0 0.1 0.35
H -3.894 -10.052 -2.831 0.4 0.1 0.9 0.41
C -2.848 -11.138 -1.280 0.1 0.5 -1.5 -0.76
H -2.344 -9.630 -4.955 -0.3 0.1 -0.2 0.35
H -1.963 -11.122 -4.124 -0.2 -1.2 -0.2 0.40
H -0.660 -10.016 -4.603 0.2 0.0 0.0 0.34
H -2.881 -11.944 -2.005 0.2 -0.5 0.4 0.33
H -3.609 -11.257 -0.516 0.1 0.1 0.0 0.36
H -1.847 -10.922 -0.923 0.0 -0.6 0.5 0.34
N 4.400 4.004 -0.790 -1.0 1.1 3.0 1.42
O 4.708 3.268 0.182 0.2 -0.2 -0.6 -0.84
O 3.964 5.121 -0.588 -0.2 1.3 0.3 -0.74
O 4.454 3.601 -1.940 0.8 -1.8 -2.4 -0.99
N 2.774 -1.929 3.526 -1.3 0.3 -1.4 1.23
O 2.094 -2.279 4.509 -1.1 0.8 1.4 -1.10
O 2.472 -0.940 2.821 -0.1 0.3 0.8 -0.69
O 3.654 -2.671 3.176 2.3 -0.9 -0.8 -0.74
N -6.176 -0.731 -0.411 -0.9 -0.2 -1.1 0.56
O -6.468 0.144 0.389 -0.2 1.0 1.0 -0.58
O -6.792 -0.829 -1.486 -0.2 0.0 -0.4 -0.69
O -5.276 -1.542 -0.159 1.0 -0.9 0.7 -0.17
N 0.528 3.340 4.823 1.4 1.1 -2.0 0.94
O 0.821 4.553 4.976 -0.7 -0.6 0.5 -0.68
O -0.251 3.006 3.902 -0.6 -0.1 0.6 -0.49
O 1.194 2.470 5.412 -0.2 -0.6 0.7 -0.90
N 3.389 -0.700 -3.924 -0.2 0.0 -1.0 1.20
O 2.778 -0.860 -4.990 -0.2 -0.6 -0.5 -0.75
O 3.948 -1.612 -3.338 0.7 -2.1 0.5 -0.79
O 3.480 0.422 -3.450 -0.2 2.4 0.8 -0.67
N -0.973 4.511 -1.599 -2.5 0.6 1.6 0.90
O -0.759 3.879 -2.616 0.6 -0.9 -1.5 -0.77
O -0.080 4.903 -0.858 1.0 0.3 0.3 -0.48
O -2.192 4.731 -1.257 0.8 -0.1 -0.2 -0.59
N -1.879 -3.894 1.943 -1.1 -0.3 -0.6 0.32
O -1.700 -2.678 2.049 0.5 1.4 0.4 -0.11
O -2.525 -4.319 0.975 -0.5 -0.3 -1.3 -0.59
O -1.483 -4.677 2.777 1.1 -0.9 1.6 -0.69
```
Positions in Å, forces in eV/Å.